Density functional theory data (ωB97M-V with the def2-TZVPD basis set) for 14 unconnected molecules or ions with the total composition C70H190N21O21P7S3 at a distorted geometry.

CARTESIAN COORDINATES (ANGSTROEM)
C  27.14907  22.40213  14.41512
O  26.95451  22.37703  12.98823
C  28.10909  21.94835  12.32646
C  28.28738  20.43696  12.55586
O  28.73969  20.27338  13.87111
C  29.17474  18.89884  14.07618
H  28.19292  22.48878  14.79255
H  26.84277  21.48628  14.91030
H  26.38494  23.14088  14.72927
H  29.06320  22.36950  12.71380
H  27.98446  22.28124  11.26032
H  29.07557  20.03685  11.86057
H  27.26500  20.00714  12.34158
H  29.44339  18.75733  15.14812
H  30.03290  18.64501  13.47882
H  28.31369  18.25084  13.71602
C  19.31639  21.90439  21.41165
O  18.22290  22.37024  20.67455
C  17.54006  23.40374  21.39486
C  16.19853  23.74116  20.81195
O  15.32956  22.53368  20.92326
C  14.05598  22.67492  20.32923
H  19.15781  21.51012  22.42211
H  20.15301  22.57053  21.37290
H  19.73264  20.97391  20.95647
H  18.24166  24.28588  21.29828
H  17.37648  23.06132  22.47674
H  16.32429  24.01022  19.76333
H  15.66482  24.55849  21.29953
H  13.41081  23.30130  20.94086
H  13.59712  21.62781  20.37119
H  14.08001  22.99938  19.32520
C  18.96630  20.67310  13.37076
O  19.08582  19.88538  14.51927
C  20.23144  19.08038  14.50425
C  20.06205  17.71093  13.81987
O  21.31475  17.00492  13.81282
C  21.24565  15.92347  12.90055
H  19.83222  21.27593  13.17801
H  18.08258  21.33329  13.43594
H  18.77257  20.02971  12.54169
H  20.54798  18.80614  15.50949
H  21.08957  19.65317  14.06469
H  19.79055  17.81358  12.79386
H  19.24535  17.16998  14.23221
H  20.83374  16.30570  11.94875
H  20.58025  15.11140  13.26635
H  22.18945  15.41965  12.64928
C  21.71307  19.91957  10.79608
O  22.71983  20.43151  11.65187
C  23.49271  19.42143  12.26506
C  24.28084  20.11843  13.26717
O  25.02241  19.14342  14.04244
C  24.33021  18.67602  15.21665
H  22.14899  19.53657  9.86016
H  20.95033  20.76854  10.61804
H  21.24003  19.06650  11.34039
H  24.16557  19.06135  11.47085
H  22.96301  18.59467  12.62096
H  23.60675  20.72328  13.83667
H  24.99343  20.83487  12.84701
H  25.01402  17.96422  15.63545
H  23.40476  18.15787  14.92390
H  24.12821  19.42470  15.98066
O  22.03743  14.15678  20.33692
P  22.01430  13.84540  18.89327
N  23.02260  12.49448  18.69074
C  23.11726  11.69015  17.50274
C  24.11850  12.36414  19.60379
N  22.53341  15.01645  17.77809
C  21.86099  16.31583  17.67373
C  24.02764  15.17268  17.68174
N  20.45681  13.55835  18.34158
C  20.05497  13.52581  16.94442
C  19.79770  12.44456  19.08299
H  24.01613  11.85937  16.85455
H  22.17412  11.89069  16.89495
H  23.11264  10.64409  17.82119
H  25.12346  12.72807  19.23991
H  24.23112  11.28866  19.79360
H  23.80982  12.75428  20.59530
H  22.44003  17.12332  18.18184
H  21.89418  16.59806  16.63974
H  20.80912  16.27014  17.92355
H  24.49831  15.37159  18.64661
H  24.48833  14.27974  17.26078
H  24.31371  15.95101  17.02436
H  20.70096  14.30481  16.46941
H  20.27028  12.57178  16.44496
H  18.99434  13.75418  16.90049
H  18.75894  12.49490  18.85789
H  19.85176  12.63746  20.14933
H  20.24284  11.44762  18.76769
O  13.48192  18.79260  18.05735
P  14.06203  19.61370  16.99674
N  14.91153  18.76805  15.83323
C  15.27507  17.37539  16.14294
C  15.66322  19.45726  14.68460
N  14.94000  20.86420  17.73440
C  16.12373  20.43161  18.49678
C  15.16865  22.09500  16.97953
N  12.93315  20.50766  16.06302
C  12.33226  19.70885  15.00246
C  11.91690  21.19371  16.83790
H  14.77435  17.06798  17.03693
H  16.36473  17.27157  16.15700
H  14.94524  16.69176  15.28296
H  15.25153  20.47966  14.52397
H  15.21602  18.97025  13.86580
H  16.74105  19.40392  14.77418
H  16.46714  21.27118  19.11617
H  15.93115  19.50432  19.04639
H  16.99159  20.27652  17.79287
H  14.31447  22.36084  16.32667
H  15.42810  22.88427  17.71732
H  16.05212  22.00548  16.28669
H  13.01200  18.90980  14.76736
H  11.37901  19.26946  15.30032
H  12.14443  20.39248  14.15198
H  11.41332  21.98877  16.30389
H  12.42102  21.59189  17.74666
H  11.20348  20.48536  17.23762
O  20.82200  24.56504  22.68000
P  21.75172  25.69925  22.79682
N  23.16153  25.22188  22.04020
C  23.66163  23.82943  22.37995
C  24.34411  26.11061  22.08320
N  21.92276  26.38110  24.34622
C  21.73897  25.44529  25.49788
C  22.84303  27.51187  24.57529
N  21.28590  27.11293  21.95069
C  19.96119  27.55038  22.42938
C  21.39835  27.17641  20.47858
H  24.44623  23.56154  21.62213
H  22.76150  23.23645  22.33416
H  24.17419  23.77563  23.38606
H  25.07123  25.88031  21.28690
H  24.89089  26.05608  22.98301
H  24.04257  27.15512  21.92545
H  20.95459  24.74250  25.28927
H  22.63670  24.80964  25.70553
H  21.56280  25.93631  26.48043
H  22.40409  28.27593  25.23983
H  23.82102  27.25431  24.99584
H  23.05843  28.11664  23.67584
H  19.11867  26.86051  22.14450
H  19.89202  27.58321  23.53094
H  19.56521  28.53461  22.01012
H  22.40210  26.79204  20.18477
H  21.30405  28.20765  20.20329
H  20.63675  26.56426  20.03368
O  17.68519  16.09398  22.54970
P  16.74072  17.01782  21.84251
N  15.11896  16.56130  21.98704
C  14.87630  15.70206  23.12325
C  13.97570  16.96395  21.20117
N  16.95364  17.18678  20.14898
C  17.02893  15.88392  19.44522
C  18.01961  18.10702  19.66407
N  16.94851  18.55383  22.53960
C  17.59705  18.64522  23.84948
C  15.76410  19.49099  22.47096
H  14.08757  14.94467  22.95914
H  14.43134  16.27066  23.95705
H  15.75498  15.07557  23.34346
H  13.30375  17.53299  21.79662
H  13.45366  16.04560  20.93235
H  14.28612  17.48284  20.32859
H  17.09494  16.17688  18.36586
H  17.90363  15.36870  19.80127
H  16.09779  15.33391  19.47565
H  18.05559  19.01611  20.20656
H  19.06587  17.63796  19.73522
H  17.75734  18.29398  18.63604
H  18.12094  19.61002  23.92270
H  16.94479  18.58378  24.72530
H  18.33854  17.86762  23.96222
H  14.97155  19.03538  23.01055
H  15.41374  19.68078  21.41373
H  16.13793  20.45989  22.87585
O  16.49260  22.87639  13.48435
P  15.94164  24.23618  13.22560
N  16.80464  25.57419  13.91255
C  17.85089  26.28488  13.09579
C  17.11440  25.52720  15.37058
N  14.41645  24.55189  13.90115
C  13.37812  23.51989  13.67878
C  13.97565  25.82549  14.33788
N  15.99690  24.56858  11.59700
C  16.81272  23.69820  10.79973
C  15.03833  25.39315  10.88077
H  17.49597  26.36795  12.11141
H  18.74361  25.69650  12.96782
H  18.05104  27.27861  13.54839
H  18.04996  25.09088  15.58859
H  16.27401  25.00809  15.74540
H  17.09419  26.54452  15.76271
H  12.82004  23.30380  14.62270
H  12.62473  23.81494  12.92490
H  13.81689  22.52279  13.47439
H  14.74633  26.59029  14.13090
H  13.07244  26.13835  13.72486
H  13.75497  25.83850  15.41189
H  17.40710  24.27404  10.08847
H  17.49960  23.12164  11.36116
H  16.25288  22.92333  10.25429
H  14.42386  24.96055  10.16030
H  15.52115  26.27103  10.39041
H  14.35933  25.82703  11.60592
O  26.48921  22.31679  19.16978
P  27.49297  21.18622  19.35903
N  28.97828  21.48072  18.57822
C  30.19850  20.73973  18.95673
C  29.21405  22.91520  18.24561
N  27.08939  19.70445  18.61670
C  26.13648  18.77144  19.29485
C  27.23515  19.45761  17.21566
N  27.70239  20.82826  21.02891
C  27.28149  21.80452  22.06649
C  28.21213  19.56752  21.61755
H  30.12051  19.66805  18.72626
H  30.45589  20.87492  20.01455
H  31.06797  21.14379  18.44490
H  28.27893  23.30124  17.83641
H  29.99908  22.93236  17.45950
H  29.49820  23.49835  19.13454
H  25.68098  19.13045  20.22022
H  25.24045  18.66353  18.66779
H  26.49144  17.75035  19.41123
H  28.21210  19.72119  16.87022
H  27.06490  18.35633  17.02917
H  26.43288  19.94063  16.67493
H  27.18038  22.77528  21.59920
H  26.27710  21.62063  22.57330
H  28.04204  21.77367  22.80948
H  27.41884  19.06302  22.17924
H  29.11990  19.69184  22.23796
H  28.49642  18.84018  20.81542
O  22.39453  21.84895  15.42798
P  21.84583  22.22547  16.73903
N  22.99544  22.66284  17.82550
C  22.83341  22.71905  19.25732
C  24.34695  22.98340  17.29698
N  21.08992  21.03574  17.67367
C  21.87856  20.02375  18.31622
C  19.65430  20.69947  17.51898
N  20.62097  23.35922  16.50830
C  20.25318  24.29759  17.52271
C  20.09213  23.41330  15.11862
H  23.40850  21.99681  19.78094
H  21.80914  22.53177  19.49396
H  23.12062  23.69282  19.64791
H  25.00242  22.70474  18.08594
H  24.48074  24.02252  17.05399
H  24.54170  22.40047  16.42776
H  21.72789  19.94209  19.36529
H  21.55934  19.07731  17.93612
H  22.94436  20.18393  18.19810
H  19.35832  19.93903  16.80077
H  19.29457  20.44093  18.52550
H  19.10213  21.59368  17.27570
H  20.22682  25.26408  17.03188
H  19.28228  24.06747  18.00427
H  21.00665  24.31190  18.32648
H  19.02347  23.22626  14.98178
H  20.64334  22.79119  14.44133
H  20.24427  24.41937  14.76609
C  23.73583  23.88805  10.73496
C  23.86023  24.20118  12.16636
C  22.64806  23.54082  12.79643
S  21.27168  24.06304  11.73173
O  20.93928  25.43807  11.89861
O  20.32921  22.96204  11.72582
C  22.24392  23.89820  10.25851
H  24.21841  22.91086  10.53382
H  24.34509  24.55958  10.15917
H  23.77995  25.26960  12.48631
H  24.82223  23.80197  12.53761
H  22.40244  23.87730  13.79976
H  22.61890  22.45023  12.74082
H  21.96172  24.72117  9.57641
H  22.13293  22.95255  9.74779
C  23.44617  26.68613  16.55152
C  23.04888  25.75286  15.44393
C  22.08730  26.53388  14.51384
S  21.35407  27.80758  15.56441
O  19.93476  27.57322  15.72584
O  21.91825  29.02792  15.06751
C  22.21512  27.42678  17.02449
H  24.19113  27.43399  16.21364
H  23.81125  26.14448  17.47135
H  22.47369  24.87865  15.87456
H  23.92160  25.42294  14.90317
H  21.26212  25.95165  14.14222
H  22.55899  27.11197  13.73456
H  21.61887  26.80980  17.58715
H  22.34871  28.41886  17.50419
C  20.83590  16.84839  22.37889
C  22.27881  16.42995  22.57496
C  23.02389  17.64739  23.19109
S  22.18288  19.13317  22.68177
O  22.98011  19.85712  21.69501
O  21.68431  19.84370  23.82739
C  20.80265  18.26765  21.80820
H  20.25198  16.74753  23.31586
H  20.30054  16.17397  21.71245
H  22.69849  16.21499  21.58734
H  22.30002  15.51341  23.11964
H  24.04942  17.71304  22.92642
H  22.97952  17.76549  24.26983
H  21.18579  18.23294  20.77875
H  19.86141  18.83158  21.82028

Force components x, y, z for each atom (eV/Å):
C -1.4 0.2 0.5
O 1.0 0.4 1.0
C 0.7 -0.5 -0.8
C -0.2 0.6 -1.7
O 0.7 -1.6 0.4
C -1.8 0.4 0.2
H -0.6 0.8 -0.7
H -0.3 -0.5 -0.4
H 1.0 0.1 0.3
H -0.6 0.4 0.0
H 0.2 -0.8 0.8
H -0.8 0.2 0.2
H 1.1 -0.3 0.4
H -0.5 0.1 -0.8
H 0.5 0.1 -0.4
H 1.0 0.4 0.9
C 1.2 -2.1 -0.6
O -1.1 -0.2 0.4
C 0.9 0.2 1.0
C -1.3 -1.9 -0.5
O 1.3 1.4 -0.3
C -0.6 -2.2 1.8
H -0.6 0.8 0.2
H 0.3 0.9 0.5
H -0.6 0.5 -0.5
H -0.9 -0.4 0.8
H 0.5 0.7 -1.3
H -0.1 -0.1 -0.3
H 0.4 0.2 0.3
H -0.1 0.4 0.0
H 0.6 1.4 -0.3
H 0.1 0.5 -1.2
C -1.2 0.6 -0.3
O 0.1 -0.6 1.0
C 1.4 -0.4 -0.4
C 1.1 0.9 -0.7
O -0.2 -0.2 0.3
C -0.8 -0.5 -0.5
H 0.6 0.2 0.0
H 0.5 -0.3 0.4
H 0.0 -0.5 -1.1
H -0.2 0.5 0.4
H -0.5 -0.5 0.2
H -0.3 0.5 -1.1
H -0.6 -0.8 1.0
H 0.1 -0.3 0.2
H 0.1 0.5 -0.1
H 0.2 0.7 0.6
C -0.9 0.6 0.5
O -1.0 0.2 -0.1
C 1.3 1.0 -3.1
C 1.4 -0.1 1.5
O -0.5 0.9 0.5
C 0.0 -0.2 -1.2
H -0.2 0.2 0.1
H 1.2 -1.5 0.2
H -0.1 0.5 -0.6
H 0.1 -0.5 0.1
H -1.3 -1.2 0.9
H -0.4 0.2 1.1
H 0.1 -0.3 -0.2
H 0.3 -0.6 0.4
H 0.1 0.2 0.2
H -0.1 0.5 -0.2
O -0.1 0.4 -0.1
P 0.3 0.1 -0.7
N -0.4 1.5 -0.4
C -1.3 0.3 -1.1
C 0.6 -0.9 1.2
N 1.2 -0.2 0.5
C 0.9 0.2 0.0
C -0.9 -1.3 0.6
N 0.1 -1.5 0.7
C 1.6 1.1 -0.2
C 1.2 0.1 -0.3
H -0.6 0.1 0.5
H 1.4 -0.5 0.5
H 0.0 -0.1 -0.3
H -1.0 0.0 0.3
H 0.3 0.0 -0.1
H 0.6 0.3 -0.8
H -0.7 -0.6 0.3
H 0.0 0.2 -0.9
H -0.1 0.0 0.6
H -0.1 0.0 0.2
H -0.2 -0.2 0.1
H -0.2 1.0 -0.7
H -1.0 -0.6 -0.2
H -0.2 0.0 0.1
H -0.1 0.1 -0.3
H -0.9 -0.2 -0.4
H 0.4 -0.3 0.1
H -0.6 1.0 0.6
O -0.2 -1.3 0.5
P 0.2 2.1 -0.5
N 1.0 0.7 0.5
C -0.1 0.0 -2.6
C -2.3 0.2 1.8
N -0.3 -0.4 -0.9
C 0.6 0.5 -1.2
C 1.1 0.2 -0.4
N 0.4 -1.0 0.1
C -0.3 0.9 -0.4
C 1.1 0.1 1.7
H 0.0 -0.2 0.6
H 0.0 0.0 0.5
H 0.2 0.8 1.0
H 0.8 -0.4 0.7
H 0.4 -1.0 -1.7
H 0.1 0.0 0.0
H -0.3 -0.5 0.4
H -0.1 0.4 0.0
H -0.7 -0.2 0.4
H 0.4 0.0 0.7
H -0.3 -0.2 -0.6
H -0.5 0.1 0.5
H 0.0 -0.2 -0.6
H -0.1 0.0 0.1
H 0.1 -0.6 0.0
H 0.0 0.2 -0.3
H -0.4 0.2 -0.6
H -0.5 -0.2 -0.1
O -0.4 -0.1 0.8
P -0.2 1.3 -0.8
N 2.4 -0.2 0.8
C 0.2 1.1 -0.3
C -0.9 0.8 -1.7
N 0.4 -0.8 0.3
C 1.4 0.1 0.3
C -0.2 0.9 -0.1
N -0.2 -0.2 0.5
C -1.8 0.4 -0.3
C 1.2 -0.8 1.3
H -1.0 0.1 0.5
H 0.2 -0.8 0.1
H -0.7 0.2 -0.8
H -0.5 -0.2 0.0
H 0.5 -0.2 1.4
H 0.0 -0.2 0.1
H -0.5 -0.1 -0.2
H -0.3 0.5 -0.4
H -0.2 0.2 -0.9
H -0.1 -0.6 0.1
H -0.2 -0.4 0.0
H -0.4 -0.8 0.1
H 0.9 0.1 0.0
H 0.4 0.2 -0.6
H 1.3 -0.9 0.4
H -0.8 0.3 0.1
H -0.1 0.5 -0.4
H -0.5 -0.3 -0.6
O -0.8 0.3 -0.8
P 0.2 0.3 0.3
N 1.9 -0.5 0.0
C -1.0 -0.8 0.4
C 0.5 -1.3 0.4
N 0.1 0.4 1.3
C -0.4 1.9 -1.2
C 0.7 -2.2 0.1
N -1.1 0.3 -0.6
C 0.6 0.4 -0.2
C 1.9 0.3 -1.5
H 0.1 0.3 -0.7
H 0.7 -0.1 0.3
H -0.2 0.8 0.4
H -0.7 0.9 0.4
H -0.2 0.0 -0.4
H 0.1 0.6 -0.8
H 0.4 -0.5 0.7
H 0.3 -0.8 -0.1
H -0.1 -0.3 0.7
H -0.3 0.9 0.6
H -1.3 0.4 -0.2
H 0.3 0.2 -0.5
H -0.1 -0.1 -0.1
H -0.4 -0.1 -0.2
H 0.1 -0.2 -0.1
H -1.0 0.1 0.8
H 0.6 -0.3 1.0
H -0.7 -0.7 -0.2
O -0.7 0.5 0.2
P 0.9 1.8 1.3
N 0.8 -0.5 -0.7
C -0.8 -0.5 1.6
C -1.2 1.3 -2.0
N 0.9 -2.3 -1.2
C -0.1 -0.4 1.1
C -0.8 1.6 -0.8
N -1.0 -0.6 -0.1
C 0.0 -0.3 -1.4
C 1.3 2.1 1.6
H -0.7 0.6 -1.3
H 0.7 -0.1 0.5
H 0.0 -0.7 -0.3
H 0.9 -0.7 0.3
H -0.6 -0.8 1.2
H 0.1 0.1 0.0
H 0.3 0.5 -0.4
H 0.5 -0.1 0.1
H 0.0 0.8 -0.4
H -0.3 -0.5 0.2
H 0.6 -0.2 0.9
H -0.2 0.0 -0.1
H -0.1 0.1 -0.2
H 0.7 -0.2 1.0
H -0.3 0.4 -0.1
H -0.7 -1.6 -1.3
H 0.0 -0.5 0.2
H -0.2 0.1 0.2
O 2.3 -1.7 0.8
P -1.0 -0.5 -0.1
N -0.2 0.7 0.3
C -0.5 0.2 0.3
C 0.1 -0.9 -0.3
N -0.1 -0.1 3.2
C -0.9 0.8 -1.0
C -0.8 -1.5 -0.2
N -0.2 -0.2 -0.4
C -1.4 -0.6 -0.9
C 0.1 -0.4 -1.5
H -0.1 0.3 0.1
H -0.2 -0.2 0.1
H -0.2 0.1 -0.5
H 0.2 0.1 0.1
H -0.4 0.2 0.6
H 0.1 0.0 -0.3
H 0.7 0.2 0.1
H 0.1 0.1 -0.2
H 0.6 0.0 0.1
H 0.4 0.4 -0.4
H 0.4 1.0 0.2
H 0.0 0.4 -0.6
H 0.2 0.3 0.1
H 1.1 -0.3 -0.8
H 0.6 0.4 0.8
H 0.1 0.2 0.2
H -0.5 0.3 -0.1
H -0.2 0.7 0.5
O 0.6 -0.3 -0.6
P -1.8 -0.7 1.7
N 0.7 0.6 -1.4
C -0.2 0.8 -0.3
C -1.3 -0.2 0.8
N -0.9 0.7 -1.1
C 0.0 -0.1 -0.4
C 0.5 0.7 1.3
N 1.2 -1.9 -1.3
C -0.3 0.0 0.2
C -0.4 1.0 0.9
H 0.8 -0.9 0.3
H -0.7 0.0 0.3
H -0.1 0.3 0.0
H 0.8 0.0 0.2
H 0.0 0.7 -0.1
H 0.1 -0.5 -0.7
H -0.4 0.4 1.2
H 0.2 -1.0 -0.6
H 0.2 -0.1 -0.3
H 0.5 -0.2 0.0
H 0.0 -0.2 -0.2
H -0.1 0.3 -0.3
H -0.3 0.5 0.3
H 0.2 0.2 -0.2
H -0.2 0.0 -0.3
H 0.0 -0.3 0.5
H 0.2 -0.5 0.2
H -0.1 0.7 -0.3
C 0.3 0.1 -2.0
C -0.1 0.3 2.4
C -0.8 0.4 0.5
S 2.0 -3.1 -0.5
O -0.7 0.9 0.2
O -0.9 0.9 0.2
C 1.3 0.6 -0.8
H -0.7 0.2 0.2
H 0.1 0.6 -0.5
H 0.3 -0.5 -0.8
H -0.5 0.2 0.1
H 0.2 -0.2 0.1
H 0.1 0.1 0.0
H 0.3 -0.3 0.4
H -0.8 -0.2 0.1
C 1.1 0.6 1.9
C -1.4 -0.5 -0.2
C -0.2 0.0 1.0
S -0.1 -1.1 -1.2
O 0.2 0.5 0.0
O -0.4 1.2 -0.1
C 1.0 1.9 -0.5
H -0.2 -0.5 0.2
H 0.2 0.4 -1.1
H 0.8 0.8 -0.5
H 0.2 -0.4 -0.1
H 0.0 -0.1 -0.4
H 0.2 -0.1 -0.3
H -1.5 -1.4 1.5
H 0.2 -0.8 0.0
C -1.4 0.0 0.4
C 0.1 1.3 -0.8
C -0.6 -0.6 0.7
S -0.9 0.0 -1.8
O -0.2 -0.3 0.5
O 0.0 0.1 0.4
C 1.1 0.0 0.0
H 0.4 0.4 -0.3
H 0.2 -0.1 -0.2
H 0.1 0.0 0.1
H 0.4 -0.5 0.7
H 0.9 0.1 -0.5
H -0.2 -0.6 0.3
H -0.2 0.1 0.1
H 0.3 -0.2 0.4

Computed properties:
highest occupied orbital energy = -0.29599 Ha
largest force on an atom = 3.74 eV/A
2S+1 = 1
total charge = 0
frontier orbital gap = 8.471 eV